Molecular formula: C29H48Br6O18
Method: DFT, ωB97M-V/def2-TZVPD

Properties
SMILES = C[C@H]1COC(=O)O1.C[C@H]1COC(=O)O1.C[C@H]1COC(=O)O1.C[C@H]1COC(=O)O1.C[C@H]1COC(=O)O1.COC(=O)OC.BrCCBr.BrCCBr.BrCCBr
charge = 0
energy relative to the best compared isomer or geometry (same formula, charge and spin) = 3.9640 eV
highest occupied orbital energy = -9.75 eV
E_tot = -487959.189 eV

Element x y z (Å)
C1 0.3448 2.3660 -3.2738
C2 -0.0128 2.5932 -4.7419
C3 1.1587 2.6839 -5.6893
O1 0.8662 1.6991 -6.6291
C4 -0.3198 1.1371 -6.3331
O2 -1.0055 0.3614 -6.9294
O3 -0.6536 1.4836 -5.1137
H1 0.9569 3.1406 -2.8118
H2 0.9737 1.4873 -3.1308
H3 -0.5726 2.2664 -2.6937
H4 -0.6865 3.4403 -4.8714
H5 2.1678 2.5463 -5.3008
H6 1.2292 3.6644 -6.1602
C5 -3.3546 -4.6591 1.1353
C6 -3.9260 -3.2572 1.1514
C7 -5.3065 -3.1225 0.4762
O4 -6.1186 -2.5524 1.4789
C8 -5.4396 -2.4194 2.6190
O5 -6.0209 -1.9428 3.6369
O6 -4.1374 -2.7238 2.5042
H7 -4.0287 -5.3613 1.6258
H8 -2.3864 -4.6057 1.6330
H9 -3.1294 -5.0063 0.1269
H10 -3.2695 -2.5487 0.6462
H11 -5.4742 -4.1008 0.0256
H12 -5.0637 -2.4050 -0.3076
C9 3.4624 4.4053 0.2121
C10 4.2353 3.0997 0.0244
C11 4.0152 2.4605 -1.3554
O7 4.9041 3.2808 -2.0918
C12 6.0007 3.5928 -1.3921
O8 7.0107 4.3014 -1.6749
O9 5.6628 3.3351 -0.0918
H13 3.7836 4.7357 1.1999
H14 2.3739 4.3716 0.1651
H15 3.6714 5.0757 -0.6215
H16 4.0236 2.4877 0.9012
H17 2.9778 2.6092 -1.6551
H18 4.3619 1.4305 -1.4393
C13 -8.6890 -1.2551 -1.1520
C14 -8.1494 0.0772 -0.6039
C15 -8.3205 0.4387 0.8472
O10 -7.0685 0.9003 1.2496
C16 -6.1249 0.3982 0.4835
O11 -4.8964 0.3660 0.7163
O12 -6.7348 0.0992 -0.6716
H19 -8.3037 -1.3530 -2.1669
H20 -9.7751 -1.2441 -1.2441
H21 -8.3373 -2.0401 -0.4826
H22 -8.6614 0.8748 -1.1421
H23 -8.5066 -0.3863 1.5347
H24 -9.1135 1.1858 0.8122
C17 2.8283 -0.9399 -5.0190
C18 2.6650 -1.6947 -3.6233
C19 3.9116 -2.1230 -2.9568
O13 3.7480 -1.9030 -1.6198
C20 2.8210 -0.9861 -1.4847
O14 2.5067 -0.4233 -0.3943
O15 2.1696 -0.8582 -2.6269
H25 3.2343 -1.7511 -5.6233
H26 3.4594 -0.0559 -4.9279
H27 1.8176 -0.7196 -5.3627
H28 1.9540 -2.5161 -3.7111
H29 4.6586 -1.4833 -3.4267
H30 4.1653 -3.1655 -3.1491
C21 -1.4037 0.6891 0.0601
O16 -0.4100 0.8096 1.1253
C22 0.5264 1.8266 1.0350
O17 0.4269 2.8092 0.3190
O18 1.5987 1.6167 1.7658
C23 1.8969 0.4005 2.4274
H31 -1.8756 1.6313 -0.2184
H32 -2.1441 -0.0067 0.4549
H33 -0.9890 0.3164 -0.8765
H34 1.5069 -0.5697 2.1196
H35 1.6639 0.5294 3.4844
H36 2.9827 0.4046 2.5225
Br1 -2.6262 0.3782 5.8704
C24 -2.1067 -0.6037 4.2032
C25 -1.2848 -1.8701 4.5260
Br2 0.4654 -1.5152 5.2678
H37 -1.6712 0.0872 3.4813
H38 -3.0168 -0.8241 3.6453
H39 -1.2196 -2.6584 3.7760
H40 -1.7808 -2.4158 5.3287
Br3 5.3915 1.4289 4.6975
C26 3.8322 2.3971 5.3793
C27 3.3469 3.2469 4.2293
Br4 1.6143 3.9821 4.8205
H41 4.0570 3.0436 6.2276
H42 3.0489 1.7017 5.6809
H43 3.2189 2.7184 3.2847
H44 4.0659 4.0574 4.1094
Br5 3.7738 -2.3357 2.5668
C28 4.6600 -3.4677 1.1466
C29 5.3053 -4.7405 1.7875
Br6 6.6801 -5.2524 0.4866
H45 5.4820 -3.0124 0.5944
H46 3.9685 -3.6876 0.3332
H47 4.6496 -5.5280 2.1590
H48 5.8335 -4.3799 2.6702

Atoms 1-2, force components in eV/Å:
0.4 0.7 0.4
1.7 2.3 3.0